(1)
Formula: C20H35ClIrN5O5
Source: OMol25
Level of theory: ωB97M-V with the def2-TZVPD basis set

Computed properties:
total charge = +3
<S²> = 0.77
spin multiplicity = 2

Each line ends with the Löwdin charge.
Positions of all 67 atoms, in Å:
Ir -1.7378 -0.6127 -0.0499  1.410
N -2.8244 0.9634 0.8634  -0.052
C -3.5449 0.4357 2.0534  -0.158
C -2.6922 -0.6782 2.6745  -0.125
N -2.3777 -1.6901 1.6104  -0.270
C -1.3034 -2.7028 1.9600  -0.112
C -0.0072 -2.4350 1.2169  -0.174
N -0.3031 -2.1289 -0.2184  -0.043
C -3.6301 -2.4585 1.2590  -0.137
C -3.5696 -2.8890 -0.1831  -0.165
N -3.2754 -1.6686 -0.9782  -0.067
H -2.0259 1.4914 1.2098  0.075
H -3.3535 1.6487 0.3301  0.132
H -4.5134 0.0594 1.7337  0.112
H -3.7385 1.2268 2.7777  0.143
H -3.2089 -1.1485 3.5135  0.148
H -1.7436 -0.2754 3.0338  0.132
H -1.6830 -3.6805 1.6660  0.125
H -1.1473 -2.7363 3.0382  0.146
H 0.6670 -3.2863 1.3185  0.140
H 0.4870 -1.5545 1.6105  0.094
H -0.4950 -2.9798 -0.7411  0.126
H 0.4984 -1.6749 -0.6695  0.075
H -4.4957 -1.8153 1.3992  0.120
H -3.7425 -3.2993 1.9431  0.150
H -4.5047 -3.3530 -0.4960  0.147
H -2.7678 -3.6052 -0.3588  0.119
H -4.1247 -1.1136 -1.0638  0.128
H -3.0013 -1.9022 -1.9297  0.122
O 0.9017 -0.3054 -1.8393  0.045
C -0.0569 0.2638 -2.3338  -0.566
O -1.2742 0.2425 -1.9036  -0.173
C 0.1956 1.1533 -3.5521  -0.126
N -1.0602 1.9309 -3.9055  0.115
C -0.7009 3.4046 -3.9682  -0.069
C 0.4811 3.5010 -3.0225  -0.130
C 1.2694 2.2273 -3.3295  -0.090
H 0.4486 0.4919 -4.3794  0.174
H -1.7287 1.7378 -3.1522  0.157
H -1.4776 1.6122 -4.7778  0.190
H -1.5730 3.9935 -3.6976  0.141
H -0.4222 3.6222 -4.9976  0.145
H 0.1396 3.5100 -1.9832  0.105
H 1.0579 4.4043 -3.2036  0.136
H 1.9475 1.9301 -2.5338  0.107
H 1.8567 2.3490 -4.2391  0.137
C 4.0029 0.7588 -0.4303  -0.011
C 4.0820 0.1177 0.9269  -0.125
C 5.0908 -0.7803 1.1652  -0.016
C 5.2787 -1.4039 2.4181  -0.608
Cl 6.5552 -2.4695 2.6274  0.910
C 4.4096 -1.1268 3.5007  -0.037
C 3.3946 -0.2535 3.2977  0.059
C 3.1957 0.3852 2.0301  -0.151
O 2.1786 1.2097 2.0721  0.069
C 1.5878 2.0061 1.0319  0.003
C 0.2121 1.5189 0.5938  -0.578
O -0.4881 2.3083 -0.0042  0.057
O -0.1066 0.2920 0.8801  -0.171
H 4.8403 0.4187 -1.0348  0.102
H 4.0777 1.8446 -0.3642  0.105
H 3.0822 0.4888 -0.9524  0.069
H 5.7953 -1.0104 0.3765  0.134
H 4.5760 -1.5979 4.4595  0.134
H 2.7115 0.0150 4.0922  0.145
H 2.2105 2.0736 0.1498  0.104
H 1.4679 2.9984 1.4598  0.163

Atoms 1-6, force components in eV/Å:
0.27 -0.52 0.30
0.19 -0.06 -0.03
0.00 -0.18 0.01
-0.02 0.04 -0.15
0.08 0.05 0.00
-0.11 0.01 -0.04


(2)
Formula: C20H35ClN5O4
Source: OMol25
Level of theory: ωB97M-V with the def2-TZVPD basis set

Computed properties:
total charge = -2
<S²> = 0.75
spin multiplicity = 2

Each line ends with the Löwdin charge.
Positions of all 65 atoms, in Å:
Cl 1.6082 0.5872 -0.7528  0.611
O 0.8142 -0.2786 -1.5901  -0.373
O 0.9282 0.7939 0.4770  -0.393
O 2.9634 0.0744 -0.5631  -0.381
O 1.6982 1.9289 -1.2737  -0.394
C 3.9041 -4.6232 -0.1943  -0.118
C 5.2387 -3.9945 0.2707  -0.239
C 5.4298 -2.5746 -0.3676  -0.197
C 5.0291 -2.5725 -1.7629  -0.225
N 4.6795 -2.5597 -2.9026  0.143
H 3.8486 -5.6280 0.2246  0.062
H 3.8354 -4.6614 -1.2814  0.061
H 3.0391 -4.1110 0.2270  0.067
H 6.0997 -4.4941 -0.1735  0.090
H 5.3854 -4.0266 1.3503  0.097
H 6.4062 -2.1505 -0.1331  0.108
H 4.7544 -1.9032 0.1625  0.105
C -1.4520 2.0000 3.0741  -0.114
C -1.5687 0.5178 3.3546  -0.289
C -2.0021 0.0838 4.7557  -0.249
C -1.0949 0.6063 5.8032  -0.268
N -0.4340 1.0497 6.5929  0.121
H -0.7370 2.4497 3.7630  0.067
H -2.3770 2.5537 3.2349  0.071
H -1.0329 2.1357 2.0771  0.051
H -0.5819 0.1050 3.1453  0.106
H -2.2180 0.0666 2.6044  0.072
H -2.1343 -0.9974 4.7944  0.074
H -3.0067 0.4763 4.9133  0.099
C -0.2557 5.4336 1.6025  -0.107
C -0.3571 4.5530 0.3450  -0.227
C -1.7816 4.5840 -0.2533  -0.192
C -2.1541 5.8507 -0.8005  -0.251
N -2.4429 6.8659 -1.2743  0.120
H 0.6174 5.2492 2.2285  0.072
H -1.1782 5.2261 2.1447  0.062
H -0.3870 6.4945 1.3898  0.061
H -0.1551 3.5162 0.6139  0.082
H 0.4297 4.8438 -0.3510  0.112
H -2.5578 4.2457 0.4331  0.116
H -1.8371 3.8314 -1.0398  0.099
C 0.5191 -4.0293 -1.0015  -0.171
C -0.5376 -4.1223 -2.0412  -0.331
C -0.3461 -3.0929 -3.2143  -0.200
C 1.0407 -3.0993 -3.7628  -0.226
N 2.1429 -3.1051 -4.1609  0.115
H 0.3580 -4.6811 -0.1428  0.058
H 0.7257 -2.9967 -0.7203  0.078
H 1.4379 -4.3200 -1.5109  0.044
H -1.4504 -3.8427 -1.5151  0.048
H -0.6696 -5.1258 -2.4456  0.087
H -0.6167 -2.0666 -2.9661  0.081
H -1.0227 -3.2287 -4.0580  0.080
C -3.1861 1.7540 -2.7319  -0.117
C -2.3165 0.8115 -1.7817  -0.231
C -3.0016 0.2374 -0.5508  -0.264
C -3.8784 1.1292 0.2413  -0.309
N -4.5711 1.8078 0.8532  0.116
H -3.4046 2.7206 -2.2779  0.042
H -4.1632 1.3302 -2.9636  0.045
H -2.6514 1.8872 -3.6723  0.056
H -1.4424 1.3741 -1.4538  0.083
H -1.9487 -0.0403 -2.3538  0.079
H -2.3254 -0.2477 0.1532  0.087
H -3.6551 -0.6011 -0.7914  0.034

Atoms 1-6, force components in eV/Å:
0.76 1.36 -0.19
0.46 -0.16 -0.23
-0.70 -1.10 2.19
-1.01 -0.28 -0.05
0.37 0.19 -1.60
0.69 -0.21 0.99


(3)
Formula: C20H35FN5O3Pd
Source: OMol25
Level of theory: ωB97M-V with the def2-TZVPD basis set

Computed properties:
total charge = +1
spin multiplicity = 1

Each line ends with the Löwdin charge.
Positions of all 65 atoms, in Å:
Pd 0.2076 0.5592 -0.2864  0.760
C 4.9778 0.2676 -0.9693  -0.015
N 4.5368 0.4934 0.4005  -0.137
C 5.5888 0.5199 1.4019  -0.032
C 3.2346 0.6876 0.6571  -0.397
O 2.4020 0.7112 -0.2473  -0.039
C 2.8405 0.9041 2.1173  -0.110
O 1.4487 0.9621 2.2949  -0.126
C 0.8860 -0.0513 3.0782  -0.124
C 0.6005 -1.3185 2.2761  -0.413
O 0.7046 -1.3170 1.0520  -0.013
N 0.2284 -2.4061 2.9747  -0.136
C -0.0166 -3.6643 2.2874  -0.024
C 0.1512 -2.4190 4.4287  -0.035
H 5.4626 1.1613 -1.3663  0.102
H 4.1227 0.0195 -1.5881  0.089
H 5.6922 -0.5557 -0.9823  0.096
H 6.4358 1.0826 1.0093  0.100
H 5.9294 -0.4902 1.6415  0.102
H 5.2699 1.0124 2.3152  0.080
H 3.2598 1.8642 2.4350  0.146
H 3.2884 0.1266 2.7434  0.135
H -0.0582 0.3360 3.4695  0.144
H 1.5211 -0.2834 3.9401  0.130
H 0.1578 -3.5260 1.2256  0.085
H -1.0456 -3.9896 2.4524  0.087
H 0.6549 -4.4367 2.6653  0.099
H -0.3513 -1.5328 4.8127  0.091
H 1.1376 -2.5018 4.8912  0.101
H -0.4355 -3.2831 4.7319  0.095
F -5.9559 -0.8129 -2.0390  -0.010
C -4.6059 -0.3970 -1.7925  -0.398
C -3.8539 -0.7005 -3.0523  -0.025
C -2.5371 -0.9036 -3.0940  -0.104
C -1.7054 0.4043 -1.0899  -0.488
C -1.0987 1.6513 -1.4228  -0.099
C -2.4365 0.2837 0.1288  -0.045
C -3.3197 -0.7378 0.4049  -0.069
H -4.4552 -0.7931 -3.9467  0.126
H -2.0785 -1.2629 -4.0105  0.123
H -1.4152 2.5369 -0.8795  0.063
H -0.8120 1.8326 -2.4523  0.066
H -2.2166 1.0241 0.8908  0.119
H -3.5355 -1.0138 1.4291  0.116
C -4.6322 1.9378 -2.4809  -0.050
N -4.6269 0.9579 -1.4032  -0.177
C -5.6094 1.2854 -0.3758  -0.050
C -4.1040 -1.3181 -0.6229  -0.109
N -1.6694 -0.6803 -2.0378  0.028
N -4.4929 -2.5756 -0.5582  -0.093
C -3.9889 -3.4053 0.5354  -0.015
C -5.4107 -3.2518 -1.4861  0.004
H -5.5462 1.8955 -3.0855  0.101
H -3.7698 1.8006 -3.1287  0.082
H -4.5656 2.9300 -2.0359  0.094
H -5.3402 2.2385 0.0791  0.095
H -5.6188 0.5278 0.4055  0.086
H -6.6197 1.3646 -0.7883  0.096
H -1.0658 -1.4425 -1.7736  0.128
H -2.9764 -3.0923 0.7827  0.078
H -3.9873 -4.4446 0.2203  0.092
H -4.6223 -3.3056 1.4194  0.110
H -5.2405 -2.9139 -2.5014  0.089
H -6.4465 -3.0659 -1.2121  0.105
H -5.2045 -4.3163 -1.4262  0.091

Atoms 1-6, force components in eV/Å:
-0.22 -0.53 0.27
0.00 0.00 0.00
-0.01 0.03 0.00
0.03 0.00 0.03
-0.05 -0.06 -0.04
0.07 0.27 -0.05


Record-wise ΔE to the lowest compared entry with this formula, charge and spin values, in eV: 0.1601; 0.2240; 2.4222
Record-wise E values, in Eh: -1996.78603; -1817.66820; -1510.03942